Density functional theory data (wB97M-V/def2-TZVPD) for C8H16BiCl2N2O as an isolated structure.

Output
gap between HOMO and LUMO = 5.47 eV
largest force on an atom = 9.0 eV/A
energy above the lowest of the compared OMol25 structures with the same formula, charge and spin = 0.954 eV
total charge = -1
calculated total energy = -44468.44502 eV

Positions of all 30 atoms, in Å:
Bi: -0.229 1.108 0.734
Cl: -1.344 1.641 -1.503
Cl: 1.256 0.412 2.848
C: -1.835 0.681 1.807
H: -1.689 0.298 2.818
H: -2.828 1.003 1.503
C: -0.234 -1.158 0.240
C: -1.483 -0.876 0.745
H: 0.548 -1.390 0.967
C: -2.731 -0.999 -0.200
H: -1.675 -1.532 1.610
C: -2.514 -2.064 -1.269
H: -3.624 -1.218 0.402
H: -2.900 -0.034 -0.692
C: -1.231 -1.798 -2.049
H: -2.454 -3.045 -0.784
H: -3.369 -2.087 -1.954
C: 0.019 -1.684 -1.150
H: -1.070 -2.597 -2.783
H: -1.337 -0.856 -2.599
H: 0.468 -2.688 -1.055
H: 0.775 -1.066 -1.658
N: 3.177 2.684 1.551
C: 3.255 2.278 0.249
N: 4.372 2.763 -0.416
O: 2.387 1.621 -0.339
H: 3.993 3.117 1.955
H: 2.557 2.148 2.163
H: 4.568 2.307 -1.290
H: 5.170 3.031 0.147


Density functional theory data (wB97M-V/def2-TZVPD) for an isolated ion of composition CH2NO4S and charge -1.

Output
gap between HOMO and LUMO (spin up / spin down) = 8.05 / 8.05 eV
largest force on an atom = 3.3 eV/A
energy above the lowest of the compared OMol25 structures with the same formula, charge and spin = 4.095 eV
total charge = -1
calculated total energy = -21582.59725 eV

Positions of all 9 atoms, in Å:
C: 0.452 -0.041 -0.113
N: 0.528 1.364 -0.679
O: -1.842 -1.389 -0.169
O: 0.947 2.179 0.131
O: 0.160 1.592 -1.811
O: -0.602 -1.842 2.020
S: -1.199 -0.839 1.075
H: 1.430 -0.256 0.450
H: 0.127 -0.767 -0.903


Density functional theory data (wB97M-V/def2-TZVPD) for one molecule with the formula CH4ClN2P.

Output
gap between HOMO and LUMO (spin up / spin down) = 7.48 / 7.91 eV
largest force on an atom = 3.5 eV/A
energy above the lowest of the compared OMol25 structures with the same formula, charge and spin = 2.481 eV
calculated total energy = -25889.05779 eV

Positions of all 9 atoms, in Å:
C: 0.032 1.177 -0.786
N: -0.479 -0.143 -0.466
N: 1.635 -1.298 0.623
P: 0.067 -1.119 0.764
Cl: -1.096 -2.718 0.730
H: -0.634 1.671 -1.589
H: 1.007 1.108 -1.245
H: -0.182 1.953 -0.106
H: -0.350 -0.632 2.075